[1]
Density functional theory data (ωB97M-V/def2-TZVPD) for a cluster of 2 separate species, C35H31FO2P in total in a non-equilibrium geometry.

Charge: +1
2S+1: 1
Kohn-Sham gap, hartree: 0.1379
HOMO level, eV: -9.85

Geometry as XYZ:
```
70
Properties=species:S:1:pos:R:3:forces:R:3
F -4.0240 -2.1753 -4.2499 0.8 0.5 1.5
C -3.5344 -1.7205 -3.0498 -0.7 -0.5 -0.7
C -4.3032 -0.7876 -2.3567 0.3 0.0 0.2
C -3.8064 -0.3107 -1.1520 0.4 0.2 0.7
C -2.6051 -0.8152 -0.5863 0.7 -0.2 -1.7
C -2.2174 -0.3889 0.7341 -1.3 -0.9 0.6
C -2.1614 -1.2846 1.8277 0.1 -0.1 0.2
C -2.5179 -0.8046 3.1279 0.4 0.1 0.0
C -2.4243 -1.6384 4.2322 -0.1 0.2 0.1
C -1.8766 -2.9285 4.1085 0.0 0.5 -0.5
C -1.6320 -3.4587 2.8321 0.1 0.3 -0.2
C -1.8775 -2.6872 1.7029 0.0 -0.1 0.0
C -1.8467 -1.7447 -1.3446 -0.5 -0.3 0.4
C -2.3412 -2.2434 -2.5487 0.0 0.4 -0.1
H -5.2658 -0.4543 -2.7435 0.3 -0.1 0.0
H -4.3609 0.4157 -0.5549 0.0 -0.1 -0.4
H -2.1896 0.6823 0.9402 -0.3 -0.1 0.1
H -2.9208 0.2139 3.1997 0.4 -0.4 0.2
H -2.7358 -1.2715 5.2138 0.2 -0.1 -0.4
H -1.6461 -3.5177 4.9949 -0.2 0.1 -0.2
H -1.2330 -4.4700 2.7387 -0.3 0.3 -0.1
H -1.8545 -3.1509 0.7154 0.3 0.2 0.3
H -0.8823 -2.0783 -0.9498 -0.3 0.0 -0.3
H -1.8269 -3.0289 -3.0963 0.0 0.3 0.0
C 3.7549 -0.6890 4.0195 -0.2 -0.2 0.1
C 3.8956 0.4311 3.0222 0.1 -0.3 0.3
O 2.6131 0.5801 2.3567 0.7 0.3 -0.2
C 2.7149 1.4455 1.3107 0.5 0.7 -0.9
C 1.5316 1.5786 0.4844 0.9 0.4 0.3
P 1.6123 2.8175 -0.7146 0.4 -0.2 -0.1
C 2.1538 4.4550 -0.1742 -0.1 0.4 0.6
C 3.2973 5.1164 -0.6533 -0.4 0.0 -0.1
C 3.5509 6.4332 -0.2682 -0.1 -0.2 0.1
C 2.7159 7.0701 0.6529 -0.1 -0.2 -0.1
C 1.6291 6.3830 1.1987 0.0 -0.1 -0.1
C 1.3462 5.0822 0.7823 0.2 0.3 -0.1
C 2.6835 2.5639 -2.1465 0.3 -0.4 -0.2
C 2.6076 3.3971 -3.2752 0.3 -0.2 0.1
C 3.5401 3.2482 -4.3022 -0.2 -0.1 0.2
C 4.5196 2.2521 -4.2173 0.0 0.0 0.2
C 4.5742 1.4129 -3.1029 -0.1 0.1 0.0
C 3.6517 1.5662 -2.0669 0.1 0.2 -0.2
C 0.0009 2.9664 -1.5265 -0.4 0.1 0.1
C -0.7131 4.1694 -1.6187 0.0 -0.3 -0.1
C -1.9304 4.1986 -2.3045 0.0 -0.1 0.0
C -2.4231 3.0467 -2.9201 0.2 0.0 0.1
C -1.6872 1.8609 -2.8627 0.0 0.0 0.2
C -0.4900 1.8105 -2.1534 -0.1 0.2 -0.1
O 3.7862 2.0457 1.0936 -1.5 -0.5 0.0
H 4.7196 -0.8825 4.4942 -0.1 0.0 0.0
H 3.0285 -0.4376 4.7981 0.1 0.0 -0.1
H 3.4215 -1.6045 3.5209 0.1 0.1 0.1
H 4.1758 1.3674 3.5241 -0.1 -0.2 -0.3
H 4.6810 0.1856 2.2944 -0.3 0.2 0.1
H 0.6406 1.0132 0.7058 -0.1 0.1 -0.2
H 3.9682 4.6175 -1.3524 -0.2 0.2 0.2
H 4.4042 6.9591 -0.6945 -0.2 -0.1 0.2
H 2.9123 8.0997 0.9461 0.0 -0.2 0.0
H 0.9847 6.8511 1.9394 0.2 0.0 -0.2
H 0.4737 4.5571 1.1724 0.2 0.1 0.0
H 1.8422 4.1722 -3.3347 0.2 -0.2 0.0
H 3.5058 3.9204 -5.1586 0.0 -0.2 0.2
H 5.2484 2.1382 -5.0193 -0.2 0.0 0.2
H 5.3401 0.6447 -3.0121 -0.1 0.2 -0.2
H 3.6947 0.9444 -1.1758 0.1 0.1 -0.2
H -0.3017 5.0793 -1.1801 -0.2 -0.3 -0.1
H -2.4857 5.1340 -2.3634 0.1 -0.2 0.0
H -3.3713 3.0681 -3.4568 0.2 0.1 0.1
H -2.0418 0.9648 -3.3694 0.0 0.2 0.1
H 0.0911 0.8842 -2.1160 -0.2 0.3 0.0
```
Forces are in eV/Å.

---

[2]
Density functional theory data (ωB97M-V/def2-TZVPD) for a cluster of 6 separate species, C24H38N6O8 in total in a non-equilibrium geometry.

SMILES: O=[N+]([O-])c1ccccc1.O=[N+]([O-])c1ccccc1.CN(C)C=O.CN(C)C=O.CN(C)C=O.CN(C)C=O
2S+1: 1
Kohn-Sham gap, hartree: 0.2843
HOMO level, eV: -8.86

Geometry as XYZ:
```
76
Properties=species:S:1:pos:R:3:forces:R:3
C 1.3313 -0.3387 -0.0404 0.3 0.7 -0.3
C 2.0393 -1.6166 -0.1436 -5.8 -0.6 -3.7
C 1.4839 -2.8028 -0.9035 -2.8 5.0 2.0
C 0.0245 -2.5111 -1.3095 0.5 2.5 1.0
C -0.7812 -1.1489 -1.2113 7.1 -1.9 3.4
C 0.0480 -0.0121 -0.4729 -1.5 -7.1 -3.0
N -0.6535 -3.6748 -1.9825 1.7 0.9 -2.1
O 0.1548 -4.5450 -2.3494 -1.9 0.3 0.8
O -1.8011 -3.5449 -2.3887 0.7 -0.5 1.0
H 1.8528 0.6082 0.3351 -0.2 -1.9 -0.1
H 2.9646 -1.5257 0.2180 3.6 -0.6 1.3
H 2.0195 -3.7674 -0.9988 -0.6 0.9 0.0
H -1.8360 -1.0874 -1.2637 -0.6 0.0 -0.8
H -0.5483 0.8130 -0.3212 -0.5 2.1 0.4
C -0.3310 2.2409 2.1473 -2.3 2.5 -1.6
C -1.0243 3.0850 0.9454 -7.1 -6.7 9.7
C -2.5644 2.9532 1.0269 7.3 -1.7 7.4
C -3.2840 2.5280 2.2731 1.5 -0.1 -1.4
C -2.5939 2.0095 3.3573 2.4 -0.7 2.4
C -1.0729 1.7925 3.2667 -2.7 2.0 -2.7
N -4.8283 2.6650 2.3137 0.0 1.2 0.6
O -5.3300 2.6896 3.4751 1.0 -0.3 -3.6
O -5.4076 2.8807 1.2181 1.2 -0.8 3.1
H 0.7630 2.1287 2.1971 -0.6 0.2 -0.3
H -0.6742 3.4829 0.1436 2.8 2.2 -4.9
H -3.1281 3.1806 0.2995 -3.9 2.0 -5.5
H -3.0072 1.7734 4.4874 0.5 0.6 -3.5
H -0.5324 1.3958 4.1020 -0.1 -0.3 0.3
C -5.7973 -2.8897 1.5056 1.4 0.4 -2.4
O -6.1102 -3.9884 1.0658 0.4 1.2 0.4
N -5.0445 -1.9264 0.8089 0.6 -2.4 -1.0
C -4.6020 -0.6398 1.3292 0.2 -0.4 2.3
C -4.4148 -2.3678 -0.5351 0.7 0.9 1.5
H -6.0376 -2.5289 2.4719 -0.6 0.3 1.4
H -4.6497 0.0497 0.4984 0.3 0.5 0.0
H -3.5306 -0.6483 1.8506 -2.0 -0.1 -1.3
H -5.3384 -0.2907 2.1348 1.0 -0.4 -1.1
H -3.6214 -1.5779 -0.7538 -1.6 -0.9 -0.1
H -5.2405 -2.4471 -1.2392 0.4 0.2 -0.3
H -3.8429 -3.3344 -0.5392 -0.9 0.7 0.6
C 5.4803 -3.4311 -0.4729 -5.6 -1.6 -2.3
O 4.3809 -4.1613 -0.3726 4.9 3.4 -0.6
N 5.7108 -2.5115 -1.5086 -2.1 -1.9 0.2
C 6.8925 -1.7638 -1.5175 4.0 -4.7 -4.6
C 4.7194 -2.2722 -2.6101 0.8 1.1 1.7
H 6.2454 -3.4916 0.2564 0.9 0.0 0.7
H 7.6909 -2.4040 -1.0370 -0.5 0.7 -0.8
H 6.9668 -0.9297 -1.0615 -0.6 6.0 3.8
H 7.3239 -1.3782 -2.5964 -1.3 -1.8 2.1
H 3.9199 -2.9167 -2.4320 -1.1 -1.7 0.0
H 5.1457 -2.4211 -3.6441 -0.4 0.7 1.3
H 4.2018 -1.3236 -2.2845 0.9 -0.2 -1.4
C -2.2979 2.0229 -2.6840 -2.5 -0.9 2.8
O -2.8586 1.2964 -1.8032 1.6 1.9 -2.3
N -2.6727 3.3044 -2.9369 0.4 -3.7 -0.9
C -2.0264 4.0556 -3.9695 -4.6 3.2 -1.5
C -3.7928 3.8254 -2.2979 0.2 -0.5 4.7
H -1.4832 1.6690 -3.2733 0.8 -0.4 -0.6
H -1.1579 4.3408 -3.5783 3.9 1.5 0.9
H -2.6595 5.0949 -4.2712 1.6 -2.7 1.4
H -1.9439 3.6676 -4.9486 0.2 -1.4 -0.8
H -3.4182 4.5795 -1.6419 0.3 0.8 1.1
H -4.5330 3.2805 -1.6585 1.3 -0.7 -1.0
H -4.3006 4.3850 -2.9112 -3.1 2.7 -3.8
C 4.9324 -1.0791 2.8339 4.6 -10.0 -0.3
O 5.7631 -1.6389 2.0494 -0.7 1.2 2.4
N 4.2344 -0.1616 2.4622 -4.6 9.8 -3.1
C 3.2537 0.4237 3.3031 -6.6 -0.9 0.7
C 4.5298 0.6017 1.2294 2.8 -1.6 -4.4
H 4.4252 -1.6085 3.7084 1.4 0.4 -0.3
H 3.5912 1.2470 3.9224 -0.2 0.4 -0.3
H 2.6209 -0.3018 3.9904 2.4 0.7 -0.9
H 2.0630 0.5976 2.7260 4.1 0.4 0.9
H 5.5417 1.0877 0.8181 -1.0 -1.3 2.6
H 3.9514 1.4013 0.8370 -1.8 0.5 1.1
H 4.5062 -0.1477 0.3567 -0.3 0.6 1.3
```
Forces are in eV/Å.

---

[3]
Density functional theory data (ωB97M-V/def2-TZVPD) for a structure of composition C5H24BCuN10O5 in a non-equilibrium geometry.

Charge: +1
2S+1: 2
Kohn-Sham gap (spin up / spin down), hartree: 0.3307 / 0.2693
HOMO level (spin up / spin down), eV: -11.11 / -11.07

Geometry as XYZ:
```
46
Properties=species:S:1:pos:R:3:forces:R:3
Cu 0.4666 0.3177 0.5099 0.4 0.8 -0.2
B 2.6379 1.1393 1.0866 -0.7 -1.0 -0.1
H 2.6972 0.6528 0.1254 0.0 -1.6 -3.9
H 3.5516 1.6810 1.2761 3.1 2.3 0.4
H 1.8031 1.7580 1.3774 -3.5 2.8 0.5
H 2.5959 0.3591 1.8308 0.1 -3.4 3.0
C -2.6042 -0.8898 0.3162 2.3 0.6 0.5
O -1.5211 -0.4863 -0.1245 0.2 0.5 -1.3
N -2.6172 -1.6442 1.3828 0.8 -1.6 1.8
N -3.7744 -0.4968 -0.0651 -3.4 1.3 -2.1
H -3.4157 -2.1212 1.7766 0.5 0.1 -0.1
H -1.6407 -1.7856 1.5986 0.1 -0.7 1.2
H -3.8799 -0.0231 -0.9508 -0.1 0.0 0.2
H -4.5816 -0.9427 0.3469 0.0 0.2 -0.4
C 0.7035 -2.5166 1.8558 0.4 1.5 1.0
O 0.1835 -1.4286 1.8289 -0.9 3.9 0.1
N 1.4898 -2.9407 2.7978 2.2 -1.4 3.1
N 0.4791 -3.3850 0.9546 -0.8 -4.2 -3.3
H 1.6752 -3.9327 2.8363 0.3 0.4 0.2
H 1.8658 -2.4004 3.5638 -0.5 0.3 -0.3
H 0.0712 -3.1615 0.0580 0.1 0.0 0.3
H 0.8777 -4.2870 1.1725 -0.3 -0.1 -1.1
C -1.5888 2.3212 2.1404 3.6 -1.2 -1.6
O -0.7142 1.8339 1.4372 1.0 -0.9 -1.2
N -2.7953 1.8948 2.1671 -5.1 -1.6 1.1
N -1.2766 3.3103 2.9094 0.4 2.7 2.2
H -3.0393 0.9732 1.8337 0.4 0.2 -0.2
H -3.2478 2.1031 3.0457 -0.6 0.0 -0.3
H -1.9353 3.6049 3.6160 0.6 0.4 -0.1
H -0.2942 3.5448 2.9042 -0.3 0.2 0.4
C 1.5661 -1.3707 -2.3686 -1.2 2.8 2.4
O 1.2239 -1.0235 -1.2100 0.3 -1.4 -1.5
N 2.0282 -2.5242 -2.7770 1.0 -4.2 -0.8
N 1.5454 -0.5395 -3.4226 -0.2 1.4 -1.0
H 2.0081 -3.4192 -2.3094 0.0 0.7 0.8
H 1.9797 -2.7054 -3.7694 0.1 0.2 0.1
H 2.0588 -0.8229 -4.2449 -0.2 0.5 0.1
H 1.1572 0.3919 -3.3779 0.2 -0.3 0.1
C 0.4460 2.2733 -2.2284 -0.8 -2.5 2.5
O 0.2780 1.7704 -1.1084 0.0 0.5 -0.8
N -0.3612 2.0423 -3.2423 -3.3 -0.9 -1.7
N 1.5028 2.8923 -2.6422 3.2 2.1 -0.2
H -0.1676 2.3631 -4.1802 -0.2 -0.2 0.3
H -1.1900 1.4926 -3.0660 0.0 0.3 -0.1
H 2.3819 2.6426 -2.2120 0.1 0.8 0.0
H 1.3707 3.4850 -3.4492 1.0 -0.1 0.2
```
Forces are in eV/Å.

---

[4]
Density functional theory data (ωB97M-V/def2-TZVPD) for a structure of composition C20H33I2N6NiOSeSi.

Charge: +1
2S+1: 3
Kohn-Sham gap (spin up / spin down), hartree: 0.2261 / 0.2285
HOMO level (spin up / spin down), eV: -10.76 / -10.81

Geometry as XYZ:
```
65
Properties=species:S:1:pos:R:3:forces:R:3
Ni 0.5758 0.2849 0.0975 -0.8 0.1 -0.1
C -1.1890 -1.5455 1.7354 -0.1 0.0 0.1
N -0.4679 -0.2412 1.7665 0.0 0.1 -0.1
C -1.4889 0.8357 1.9777 -0.1 -0.1 0.2
N -2.2382 0.6319 3.2009 0.1 -0.1 0.0
C -2.9057 -0.6736 3.1235 0.1 0.0 0.0
N -1.9427 -1.7689 2.9531 0.0 0.1 0.0
C -1.0148 -1.7447 4.0920 0.0 0.1 0.0
N -0.3067 -0.4634 4.1871 -0.1 0.0 -0.1
C 0.4384 -0.2476 2.9618 -0.2 -0.1 0.1
C -1.2986 0.6081 4.3305 0.0 0.0 -0.1
H -0.4533 -2.3407 1.6087 0.0 0.0 0.0
H -1.8617 -1.5442 0.8761 0.0 0.0 0.0
H -2.1626 0.8259 1.1229 0.0 0.0 0.0
H -0.9694 1.7947 2.0104 0.0 0.0 0.0
H -3.5992 -0.6723 2.2811 0.0 0.0 0.0
H -3.4700 -0.8386 4.0404 0.0 0.0 0.0
H -0.2868 -2.5493 3.9788 0.0 0.0 0.0
H -1.5778 -1.9100 5.0099 0.0 0.0 0.0
H 1.1671 -1.0472 2.8261 0.0 0.0 0.0
H 0.9627 0.7040 2.9978 0.0 0.1 0.0
H -0.7824 1.5671 4.3860 0.0 0.0 0.0
H -1.8561 0.4567 5.2538 0.0 0.0 0.0
C -3.7450 1.9369 -4.6335 0.0 0.0 0.0
N -2.6050 1.3444 -3.9447 -0.1 0.0 -0.1
N -2.2957 1.6761 -2.6452 -0.1 0.1 0.1
C -1.4294 0.7494 -2.1402 0.2 -0.1 0.0
O -0.9539 0.8811 -0.9774 -0.2 -0.2 0.2
C -1.2340 -0.2136 -3.1576 0.0 0.0 0.1
C -1.9877 0.1826 -4.2353 0.0 0.0 -0.1
C -2.1870 -0.4837 -5.5525 0.0 0.0 0.0
C -2.5898 2.9561 -2.0931 0.0 0.0 0.0
C -2.3391 4.1043 -2.8291 0.1 0.1 -0.1
C -2.6352 5.3417 -2.2774 0.0 0.0 0.0
C -3.1532 5.4266 -0.9908 0.0 0.0 -0.1
C -3.3797 4.2697 -0.2575 0.0 0.0 0.0
C -3.1070 3.0276 -0.8102 -0.1 0.0 0.1
H -4.3384 2.5026 -3.9207 0.0 0.0 0.0
H -4.3648 1.1493 -5.0547 0.0 0.0 0.0
H -3.4206 2.6056 -5.4285 0.0 0.0 0.0
H -0.6005 -1.0819 -3.0943 0.0 0.0 0.0
H -1.5152 -1.3332 -5.6391 0.0 0.0 0.0
H -1.9889 0.2041 -6.3753 0.0 0.0 0.0
H -3.2108 -0.8473 -5.6590 0.0 0.0 0.0
H -1.9016 4.0327 -3.8185 0.0 0.0 0.0
H -2.4465 6.2404 -2.8503 0.0 0.0 0.0
H -3.3813 6.3934 -0.5620 0.0 0.0 0.0
H -3.7808 4.3306 0.7462 0.0 0.0 0.0
H -3.2929 2.1185 -0.2545 0.0 0.0 0.0
C 5.1633 1.4854 2.0895 0.2 0.0 0.2
Si 4.6214 1.5522 0.3258 -0.5 -0.1 0.0
C 5.1937 0.0625 -0.6090 0.1 -0.2 -0.1
C 5.0896 3.1155 -0.5354 0.2 0.2 -0.1
Se 2.3123 1.6268 0.3756 0.7 0.5 0.0
H 6.2477 1.6207 2.1579 -0.1 0.0 0.0
H 4.9132 0.5154 2.5238 0.0 0.0 0.0
H 4.6830 2.2650 2.6821 0.0 0.0 0.0
H 6.2882 0.0788 -0.6547 -0.1 -0.1 0.0
H 4.8136 0.0593 -1.6328 0.0 0.0 0.0
H 4.8928 -0.8650 -0.1162 0.0 0.0 0.0
H 6.1732 3.2661 -0.4861 -0.1 0.0 0.0
H 4.6005 3.9793 -0.0824 0.0 0.0 0.0
H 4.7966 3.0658 -1.5863 0.0 0.1 0.0
I 1.6460 -1.8285 -0.7826 0.3 -0.5 -0.2
I -0.1250 -3.7890 -1.2745 0.1 0.1 0.0
```
Forces are in eV/Å.

---

Question: Which value of 2S+1 does entry 3 give?
Answer: 2

---

Question: Look up the 2S+1 of the third one.
Answer: 2

---

Question: Among the records above, which one has the highest 2S+1?
Answer: C20H33I2N6NiOSeSi

---

Question: Number 1 is which compound?
Answer: C35H31FO2P